The following is a quantum chemistry calculation of 15 unconnected molecules or ions with the total composition H30O15, from OMol25.

XYZ file:
```
45
Properties=species:S:1:pos:R:3:forces:R:3
H -0.911423 0.175066 0.111487 0.150 -0.099 -0.123
H -0.352099 0.420577 1.503220 -0.021 0.041 -0.071
H 3.223726 2.746638 0.872296 0.199 -0.121 -0.168
H 3.225526 1.510218 1.756209 0.287 -0.093 -0.159
H 0.211991 -3.701707 -0.609187 0.368 -0.110 0.742
H 0.942500 -2.427042 -0.219792 -0.409 -0.152 0.241
H 1.235088 1.532364 -2.536253 0.134 -0.117 0.296
H 1.249635 2.790525 -1.683691 0.105 -0.252 0.249
H -0.499002 -2.778560 -1.855143 -0.587 0.780 -0.368
H -1.075641 -2.146643 -0.598874 0.528 0.537 -0.636
H 0.051081 1.364301 -4.013598 -0.328 -0.275 -0.335
H -1.016716 2.076064 -4.827998 -0.153 0.163 0.157
H -2.837237 4.043544 3.235405 0.062 -0.070 0.054
H -1.583322 4.535687 2.531463 -0.006 -0.025 0.128
H -1.935756 -4.342501 2.368077 0.034 0.135 -0.026
H -2.461334 -4.329453 0.942020 0.058 -0.017 0.158
H 0.016685 3.274188 0.456824 -0.013 -0.005 0.149
H 1.210509 2.764347 1.247321 0.058 0.068 0.116
H 1.429963 -2.952884 3.366599 0.050 0.070 0.013
H 1.974095 -1.559752 3.096147 -0.108 -0.053 0.220
H 0.684096 0.985445 4.309186 -0.052 0.050 0.162
H 1.859599 0.314587 5.000693 -0.041 -0.136 0.064
H -3.327315 4.282627 -2.520576 -0.069 -0.079 -0.054
H -2.509950 3.074523 -2.093446 -0.014 -0.164 -0.179
H -1.312894 -0.744492 -4.212660 0.192 0.233 0.094
H -0.063587 -1.571646 -4.467788 0.032 -0.162 0.136
H -3.176135 -4.257611 -1.598839 -0.125 0.006 -0.176
H -2.615979 -2.953225 -1.055847 -0.244 0.112 -0.214
H 3.031255 -0.986727 0.884426 0.034 -0.014 -0.080
H 4.170141 -1.188345 -0.101641 0.038 0.120 0.063
O -0.084224 0.327858 0.582005 -0.448 -1.283 0.271
O 3.571278 2.408466 1.705264 -0.429 0.152 0.145
O 0.196478 -2.982717 0.032530 4.555 -5.809 7.043
O 1.799995 2.044140 -1.946375 0.083 0.096 -0.651
O -0.499749 -1.958603 -1.348527 -3.982 5.070 -6.759
O -0.895739 1.360338 -4.193891 -0.505 2.832 0.168
O -1.891305 3.874161 3.161162 -0.035 0.098 -0.183
O -2.344723 -3.764473 1.714152 -0.176 -0.136 -0.149
O 0.682180 2.577006 0.463254 0.156 1.489 0.133
O 2.020445 -2.283748 3.730710 0.089 -0.205 -0.233
O 0.923016 0.195343 4.806827 0.015 0.301 -0.240
O -3.258617 3.329251 -2.644445 0.070 0.232 0.160
O -0.355398 -0.669659 -4.293847 0.753 -2.697 -0.385
O -2.692341 -3.468275 -1.866946 -0.120 -0.473 0.241
O 3.991201 -0.939202 0.812086 -0.187 -0.036 -0.010
```
Forces are in eV/Å.

largest force on an atom: 10.2 eV/Å
Kohn-Sham gap: 8.14 eV
highest occupied orbital energy: -8.353 eV
energy above the lowest of the compared OMol25 structures with the same formula, charge and spin: 177.37 kcal/mol